Record 1
# C18H21Cl2N2O4P

One molecule with the formula C18H21Cl2N2O4P at a distorted geometry (wB97M-V/def2-TZVPD, the OMol25 dataset).

Summary:
Structure (SMILES): CCOP(=O)(OCC)[C@@H](NC(=O)Nc1ccc(Cl)c(Cl)c1)c1ccccc1
HOMO-LUMO gap in hartree: 0.3273
LUMO in eV: 0.383
Calculated total energy in Ha: -2370.86238
Energy relative to the best compared isomer or geometry (same formula, charge and spin) in kJ/mol: 0.00
E_HOMO in eV: -8.5

Each line ends with the natural charge from an NBO analysis.
Element x y z (Å)
1 C 3.150 2.310 -2.311  -0.622
2 C 3.098 1.200 -1.273  -0.068
3 H 3.494 0.266 -1.686  0.181
4 H 3.681 1.471 -0.387  0.205
5 O 1.747 0.974 -0.887  -0.839
6 P 1.369 0.842 0.680  2.375
7 O 2.330 1.484 1.580  -1.095
8 O -0.118 1.433 0.708  -0.825
9 C -0.333 2.722 1.276  -0.062
10 C 0.010 3.824 0.291  -0.633
11 H -0.551 3.695 -0.632  0.211
12 H -0.226 4.793 0.722  0.219
13 H 1.074 3.783 0.066  0.212
14 H 0.282 2.821 2.176  0.199
15 H -1.391 2.743 1.550  0.191
16 C 0.998 -0.973 0.839  -0.432
17 N -0.189 -1.229 0.066  -0.629
18 C -1.400 -1.124 0.715  0.810
19 O -1.511 -1.238 1.913  -0.636
20 N -2.451 -0.957 -0.162  -0.630
21 C -3.802 -0.824 0.133  0.255
22 C -4.310 -0.897 1.429  -0.270
23 C -5.665 -0.749 1.649  -0.188
24 C -6.538 -0.529 0.593  -0.100
25 C -6.035 -0.459 -0.702  -0.036
26 C -4.679 -0.604 -0.929  -0.291
27 H -4.309 -0.545 -1.942  0.220
28 Cl -7.091 -0.187 -2.036  0.031
29 Cl -8.227 -0.347 0.888  0.025
30 H -6.057 -0.804 2.652  0.233
31 H -3.638 -1.066 2.252  0.265
32 H -2.223 -0.872 -1.142  0.391
33 H -0.133 -0.852 -0.871  0.391
34 C 2.217 -1.709 0.372  -0.055
35 C 2.213 -2.513 -0.759  -0.214
36 C 3.382 -3.122 -1.186  -0.204
37 C 4.564 -2.928 -0.493  -0.216
38 C 4.572 -2.131 0.640  -0.218
39 C 3.406 -1.526 1.072  -0.161
40 H 3.408 -0.903 1.953  0.225
41 H 5.489 -1.981 1.189  0.217
42 H 5.474 -3.400 -0.832  0.215
43 H 3.367 -3.749 -2.066  0.215
44 H 1.294 -2.680 -1.298  0.216
45 H 0.770 -1.200 1.885  0.286
46 H 2.532 2.051 -3.167  0.210
47 H 2.785 3.241 -1.886  0.210
48 H 4.175 2.449 -2.642  0.216

=====

Record 2
# C18H21ClN2O3S2

C18H21ClN2O3S2 as an isolated structure at a distorted geometry (wB97M-V/def2-TZVPD, the OMol25 dataset).

Summary:
HOMO-LUMO gap in hartree: 0.3355
LUMO in eV: 0.198
Calculated total energy in Ha: -2289.63829
Energy relative to the best compared isomer or geometry (same formula, charge and spin) in kJ/mol: 1832.15
E_HOMO in eV: -8.9

Each line ends with the natural charge from an NBO analysis.
Element x y z (Å)
1 O -0.309 -2.736 -0.106  -0.600
2 C -0.653 -1.618 -0.204  0.682
3 N -1.771 -1.179 0.447  -0.649
4 H -2.263 -0.378 0.339  0.391
5 C -2.718 -2.413 1.019  -0.198
6 H -3.027 -1.945 2.224  0.154
7 H -2.236 -3.274 1.419  0.244
8 C -4.071 -2.511 0.293  -0.437
9 C -4.926 -1.259 0.185  -0.045
10 C -4.731 -0.531 -0.862  -0.209
11 C -5.543 0.895 -0.941  -0.156
12 C -6.415 1.182 -0.021  -0.249
13 C -6.406 0.123 1.107  -0.083
14 C -5.686 -0.784 1.350  -0.273
15 H -5.811 -1.498 2.071  0.226
16 H -7.149 0.583 2.148  0.166
17 Cl -7.173 2.397 0.009  0.231
18 H -5.440 1.255 -1.763  0.169
19 H -4.027 -0.686 -1.731  0.221
20 H -4.633 -3.245 1.086  0.207
21 H -3.847 -2.934 -0.660  0.222
22 C -0.287 -0.330 -0.771  -0.306
23 C 0.861 -0.761 -1.908  -0.395
24 C 2.048 -1.405 -1.120  -0.279
25 N 2.680 -0.365 -0.574  -0.786
26 S 3.699 0.723 -0.967  2.294
27 O 4.239 0.053 -2.166  -0.911
28 O 2.970 2.128 -1.008  -0.904
29 C 4.774 0.765 0.418  -0.643
30 C 5.115 1.779 1.253  -0.157
31 C 6.160 1.649 2.011  -0.279
32 C 6.668 0.291 1.703  -0.488
33 S 5.961 -0.475 0.555  0.687
34 H 7.497 -0.273 2.323  0.259
35 H 6.455 2.149 2.828  0.228
36 H 4.546 2.927 1.214  0.259
37 C 1.772 -0.108 0.513  -0.241
38 C 0.491 0.545 0.351  -0.451
39 H 0.776 1.483 -0.414  0.227
40 H -0.318 0.913 0.980  0.261
41 H 2.343 0.525 1.488  0.236
42 H 1.341 -0.924 1.514  0.230
43 H 2.787 -1.697 -2.006  0.228
44 H 1.809 -2.520 -0.742  0.289
45 H 0.325 -1.568 -2.692  0.198
46 H 1.319 -0.076 -2.577  0.216
47 H -0.889 0.008 -1.399  0.212

=====

Record 3
# C18H21F2N3O4

One molecule with the formula C18H21F2N3O4 at a distorted geometry (wB97M-V/def2-TZVPD, the OMol25 dataset).

Summary:
Structure (SMILES): COCCN1CCN(C(=O)c2cc(COc3ccc(F)c(F)c3)on2)CC1
HOMO-LUMO gap in hartree: 0.3211
LUMO in eV: 0.627
Calculated total energy in Ha: -1363.37805
Energy relative to the best compared isomer or geometry (same formula, charge and spin) in kJ/mol: 320.14
E_HOMO in eV: -8.1

Each line ends with the natural charge from an NBO analysis.
Element x y z (Å)
1 C -6.827 -2.407 -0.186  -0.250
2 H -7.367 -1.467 -0.032  0.164
3 O -5.701 -2.244 -1.012  -0.536
4 C -4.636 -1.527 -0.431  -0.082
5 C -4.925 -0.013 -0.313  -0.232
6 N -3.837 0.857 0.055  -0.451
7 C -3.310 0.761 1.396  -0.222
8 C -2.092 -0.171 1.516  -0.249
9 N -1.083 0.245 0.562  -0.410
10 C 0.060 0.787 1.022  0.646
11 O 0.316 0.857 2.216  -0.620
12 C 1.081 1.275 0.056  0.053
13 N 0.910 1.602 -1.202  -0.125
14 O 2.101 2.032 -1.680  -0.264
15 C 3.017 1.978 -0.697  0.279
16 C 2.431 1.506 0.439  -0.311
17 H 2.859 1.338 1.403  0.262
18 C 4.414 2.413 -1.004  -0.113
19 O 5.352 1.915 -0.082  -0.474
20 C 5.572 0.574 -0.019  0.308
21 C 4.977 -0.368 -0.850  -0.359
22 C 5.288 -1.708 -0.691  0.339
23 C 6.183 -2.122 0.283  0.347
24 C 6.777 -1.183 1.110  -0.258
25 C 6.474 0.153 0.960  -0.256
26 H 6.926 0.898 1.594  0.232
27 H 7.472 -1.515 1.864  0.235
28 F 6.477 -3.426 0.431  -0.317
29 F 4.701 -2.603 -1.503  -0.306
30 H 4.274 -0.106 -1.624  0.239
31 H 4.669 2.133 -2.036  0.201
32 H 4.488 3.503 -0.917  0.227
33 C -1.567 0.209 -0.796  -0.256
34 H -0.792 0.555 -1.478  0.258
35 C -2.803 1.125 -0.916  -0.220
36 H -3.221 1.045 -1.919  0.208
37 H -2.464 2.156 -0.761  0.195
38 H -1.833 -0.826 -1.035  0.186
39 H -1.661 -0.107 2.516  0.251
40 H -2.369 -1.207 1.301  0.190
41 H -4.099 0.431 2.073  0.205
42 H -2.991 1.765 1.700  0.197
43 H -5.307 0.325 -1.281  0.201
44 H -5.715 0.139 0.429  0.191
45 H -4.397 -1.948 0.557  0.154
46 H -3.795 -1.695 -1.108  0.182
47 H -7.480 -3.110 -0.700  0.196
48 H -6.545 -2.821 0.790  0.163

=====

Record 4
# C18H21F4N3O3SSc

C18H21F4N3O3SSc as an isolated structure (wB97M-V/def2-TZVPD, the OMol25 dataset).

Summary:
HOMO-LUMO gap in hartree: 0.2849
LUMO in eV: -4.341
Calculated total energy in Ha: -2646.70010
Energy relative to the best compared isomer or geometry (same formula, charge and spin) in kJ/mol: 5.22
Total charge: +1
E_HOMO in eV: -12.1

Each line ends with the natural charge from an NBO analysis.
Element x y z (Å)
1 Sc 0.452 2.097 -0.293  1.721
2 C -4.064 2.962 -0.753  -0.637
3 C -2.594 3.171 -0.422  -0.240
4 N -1.779 1.914 -0.358  -0.525
5 C -1.907 1.089 -1.598  -0.252
6 C -0.631 0.266 -1.781  -0.682
7 C -2.147 1.114 0.846  -0.226
8 C -1.349 1.589 2.049  -0.230
9 N 0.053 1.622 1.605  -0.794
10 C 1.045 1.087 2.409  0.060
11 C 2.154 0.572 1.755  0.249
12 F 2.103 0.672 0.362  -0.321
13 C 3.240 0.000 2.371  0.373
14 F 4.254 -0.449 1.633  -0.284
15 C 3.251 -0.090 3.749  -0.344
16 C 2.165 0.415 4.439  0.366
17 F 2.151 0.360 5.765  -0.279
18 C 1.083 1.003 3.800  0.325
19 F 0.091 1.518 4.532  -0.296
20 H -4.555 3.934 -0.749  0.247
21 H -4.588 2.330 -0.036  0.208
22 H -4.187 2.545 -1.752  0.228
23 H -2.480 3.668 0.544  0.199
24 H -2.159 3.794 -1.200  0.263
25 H -2.022 1.755 -2.452  0.282
26 H -2.785 0.446 -1.530  0.221
27 H 0.174 0.874 -2.241  0.243
28 H -0.756 -0.497 -2.547  0.304
29 H -0.312 -0.267 -0.873  0.224
30 H -1.893 0.070 0.657  0.211
31 H -3.223 1.162 1.018  0.228
32 H -1.495 0.893 2.874  0.231
33 H -1.681 2.570 2.396  0.206
34 H 4.084 -0.537 4.273  0.272
35 N 3.435 3.879 1.086  -0.760
36 C 2.592 3.845 0.024  0.171
37 C 2.878 3.024 -1.093  -0.231
38 C 2.046 3.011 -2.200  -0.219
39 C 0.861 3.759 -2.233  -0.389
40 C 0.543 4.530 -1.116  -0.221
41 C 1.366 4.540 0.018  -0.306
42 S -0.214 3.653 -3.692  2.451
43 O -1.496 4.080 -3.158  -1.010
44 O 0.411 4.521 -4.643  -0.928
45 O -0.139 2.226 -3.967  -1.014
46 H 4.365 3.508 0.989  0.413
47 H 3.303 4.569 1.806  0.414
48 H 3.776 2.418 -1.082  0.247
49 H 2.288 2.383 -3.051  0.287
50 H -0.370 5.112 -1.124  0.287
51 H 1.091 5.141 0.877  0.258

=====

Record 5
# C18H21FN2S

One molecule with the formula C18H21FN2S (wB97M-V/def2-TZVPD, the OMol25 dataset).

Summary:
Structure (SMILES): Cc1ccc(C)c([C@@H](C)NC(=S)NCc2ccc(F)cc2)c1
HOMO-LUMO gap in hartree: 0.3174
LUMO in eV: 0.607
Calculated total energy in Ha: -1306.09926
Energy relative to the best compared isomer or geometry (same formula, charge and spin) in kJ/mol: 0.00
E_HOMO in eV: -8.0

Each line ends with the natural charge from an NBO analysis.
Element x y z (Å)
1 C 0.802 -4.699 -3.139  -0.627
2 C 0.275 -3.935 -1.964  -0.028
3 C 0.885 -2.757 -1.558  -0.171
4 C 0.433 -2.034 -0.461  -0.030
5 C -0.672 -2.492 0.259  -0.015
6 C -1.277 -3.675 -0.148  -0.185
7 C -0.817 -4.388 -1.238  -0.208
8 H -1.313 -5.303 -1.528  0.211
9 H -2.133 -4.042 0.400  0.207
10 C -1.224 -1.753 1.443  -0.635
11 H -2.085 -2.282 1.845  0.222
12 H -0.481 -1.667 2.235  0.215
13 H -1.547 -0.750 1.162  0.220
14 C 1.152 -0.753 -0.094  -0.075
15 N 1.064 0.166 -1.215  -0.601
16 C 1.044 1.513 -1.193  0.304
17 N 1.267 2.148 -0.020  -0.598
18 H 1.321 1.591 0.819  0.389
19 C 0.980 3.550 0.179  -0.250
20 C -0.309 3.746 0.933  -0.060
21 C -0.354 4.504 2.096  -0.191
22 C -1.539 4.660 2.794  -0.281
23 C -2.678 4.040 2.314  0.398
24 C -2.664 3.279 1.159  -0.279
25 C -1.473 3.140 0.472  -0.182
26 H -1.445 2.562 -0.440  0.232
27 H -3.573 2.816 0.809  0.231
28 F -3.835 4.178 2.995  -0.326
29 H -1.588 5.249 3.696  0.230
30 H 0.544 4.982 2.460  0.214
31 H 0.908 3.996 -0.820  0.264
32 H 1.813 4.013 0.715  0.201
33 S 0.797 2.328 -2.616  -0.303
34 H 0.974 -0.240 -2.135  0.424
35 C 2.613 -1.026 0.290  -0.607
36 H 2.651 -1.696 1.145  0.215
37 H 3.146 -1.489 -0.536  0.214
38 H 3.120 -0.098 0.544  0.211
39 H 0.648 -0.293 0.762  0.199
40 H 1.737 -2.397 -2.117  0.197
41 H 1.133 -4.023 -3.925  0.219
42 H 1.657 -5.305 -2.837  0.221
43 H 0.042 -5.363 -3.543  0.218